{"formula": "C10H24F3MgNO8S3", "method": "wB97M-V/def2-TZVPD", "elements": ["Mg", "N", "O", "O", "O", "C", "O", "O", "C", "F", "F", "F", "C", "C", "H", "H", "H", "H", "H", "H", "C", "S", "O", "C", "H", "H", "H", "H", "H", "H", "C", "S", "O", "C", "H", "H", "H", "H", "H", "H", "C", "S", "O", "C", "H", "H", "H", "H", "H", "H"], "coordinates": [[-0.254, 0.620, -0.122], [-1.196, 0.329, -2.545], [-0.861, -0.549, -1.693], [-1.513, 1.419, -1.973], [-1.200, 0.194, -3.760], [1.480, -1.466, 1.088], [1.043, -1.985, -0.167], [0.968, -0.234, 1.184], [1.164, -2.436, 2.232], [1.371, -1.839, 3.413], [-0.138, -2.815, 2.253], [1.878, -3.554, 2.196], [1.743, -3.059, -0.752], [0.972, -3.534, -1.958], [1.491, -4.319, -2.509], [-0.048, -3.873, -1.760], [0.804, -2.694, -2.637], [1.955, -3.855, -0.030], [2.764, -2.824, -1.090], [2.579, -1.396, 1.032], [3.807, 2.159, -1.636], [2.007, 2.392, -1.852], [1.228, 1.257, -1.234], [1.894, 2.029, -3.634], [4.075, 1.732, -0.674], [4.282, 3.104, -1.882], [4.051, 1.397, -2.379], [1.930, 0.946, -3.801], [2.677, 2.471, -4.246], [0.869, 2.242, -3.940], [-2.706, -2.349, -0.040], [-3.125, -0.805, 0.809], [-1.835, -0.039, 0.793], [-3.388, -1.538, 2.400], [-2.622, -2.081, -1.094], [-3.397, -3.187, 0.041], [-1.703, -2.658, 0.260], [-3.521, -0.899, 3.273], [-2.567, -2.210, 2.665], [-4.294, -2.139, 2.304], [-2.139, 2.726, 2.771], [-0.421, 2.966, 2.142], [-0.291, 2.386, 0.756], [-0.603, 4.734, 1.853], [-2.839, 3.060, 2.002], [-2.250, 3.285, 3.696], [-2.345, 1.661, 2.862], [0.222, 5.032, 1.207], [-0.477, 5.182, 2.839], [-1.519, 5.016, 1.338]], "e_homo_ev": -7.86, "lumo_energy_ev": 0.3, "energy_ev": -74730.68938, "multiplicity": 1, "de_lowest_ev": 0.767}

=====

{"formula": "C10H24F7N7O22P2S2", "method": "wB97M-V/def2-TZVPD", "elements": ["O", "S", "O", "P", "P", "O", "O", "O", "O", "S", "O", "O", "C", "F", "F", "C", "F", "F", "C", "F", "F", "F", "H", "H", "H", "C", "N", "O", "O", "H", "H", "H", "C", "N", "O", "O", "H", "H", "H", "C", "N", "O", "O", "H", "H", "H", "C", "N", "O", "O", "H", "H", "H", "C", "N", "O", "O", "H", "H", "H", "C", "N", "O", "O", "H", "H", "H", "C", "N", "O", "O", "H", "H", "H"], "coordinates": [[2.659, 1.198, -2.546], [2.390, 2.176, -3.732], [3.895, 2.315, -4.564], [5.203, 2.543, -3.412], [6.875, 3.331, -4.631], [6.183, 3.946, -5.949], [7.977, 2.056, -5.169], [7.708, 4.672, -3.870], [1.302, 1.523, -4.871], [-0.291, 1.432, -4.271], [-1.088, 0.513, -5.274], [-0.311, 0.645, -2.905], [-1.114, 3.082, -3.943], [-0.160, 4.223, -3.761], [-1.825, 2.954, -2.617], [-2.193, 3.560, -5.085], [-2.139, 5.071, -5.090], [-1.865, 3.142, -6.468], [-3.776, 3.203, -4.687], [-4.303, 4.207, -3.689], [-3.970, 1.797, -4.263], [-4.549, 3.371, -5.971], [4.855, 3.517, -2.399], [8.485, 2.472, -5.949], [7.385, 4.706, -2.920], [0.821, 0.466, 0.004], [1.117, 1.277, 1.217], [1.071, 0.699, 2.309], [1.387, 2.470, 1.037], [0.601, -0.559, 0.310], [-0.044, 0.915, -0.489], [1.704, 0.497, -0.636], [0.368, -1.852, 3.787], [0.332, -3.338, 3.854], [1.208, -3.953, 3.235], [-0.573, -3.844, 4.527], [1.212, -1.546, 3.165], [-0.575, -1.519, 3.348], [0.485, -1.479, 4.806], [-2.632, 3.148, 1.641], [-2.668, 1.662, 1.708], [-1.792, 1.047, 1.089], [-3.573, 1.156, 2.380], [-1.788, 3.454, 1.019], [-3.575, 3.481, 1.202], [-2.515, 3.521, 2.660], [-3.718, -2.656, 3.004], [-3.337, -1.560, 3.936], [-4.082, -1.352, 4.900], [-2.300, -0.940, 3.672], [-4.646, -3.112, 3.356], [-3.857, -2.214, 2.015], [-2.906, -3.385, 3.003], [-2.429, -2.478, -5.126], [-2.464, -3.964, -5.059], [-1.588, -4.580, -5.678], [-3.370, -4.471, -4.386], [-1.585, -2.173, -5.748], [-3.372, -2.146, -5.565], [-2.312, -2.105, -4.106], [-1.297, -6.258, 6.350], [-2.545, -6.445, 7.137], [-2.591, -5.925, 8.258], [-3.443, -7.110, 6.608], [-0.597, -5.656, 6.935], [-0.881, -7.247, 6.150], [-1.565, -5.745, 5.424], [3.871, 1.248, 4.367], [3.836, -0.238, 4.434], [4.712, -0.854, 3.815], [2.930, -0.745, 5.107], [4.715, 1.553, 3.745], [2.928, 1.580, 3.928], [3.988, 1.621, 5.387]], "e_homo_ev": -10.19, "lumo_energy_ev": -3.1, "energy_ev": -125475.94800, "multiplicity": 1}

=====

{"formula": "C10H24IO3P2Ti", "method": "wB97M-V/def2-TZVPD", "elements": ["C", "C", "H", "H", "H", "O", "I", "Ti", "P", "C", "C", "H", "H", "H", "H", "H", "H", "C", "H", "H", "H", "P", "C", "C", "H", "H", "H", "C", "H", "H", "H", "H", "H", "H", "C", "O", "C", "O", "H", "H", "H"], "coordinates": [[-0.008, 0.257, -2.287], [0.227, 1.425, -1.376], [0.754, 0.271, -3.074], [-1.003, 0.338, -2.750], [0.067, -0.789, -1.835], [1.092, 2.297, -1.551], [-0.082, -3.025, 0.883], [0.022, -0.552, 0.051], [2.611, -0.388, -0.239], [3.166, 1.069, 0.719], [3.570, -1.721, 0.557], [4.643, -1.484, 0.525], [4.468, 0.040, -1.741], [3.382, -2.669, 0.040], [3.221, -1.013, -2.492], [2.896, 0.947, 1.773], [3.251, -1.823, 1.602], [3.389, -0.126, -1.867], [4.255, 1.169, 0.619], [2.928, 0.749, -2.344], [2.673, 1.962, 0.320], [-2.577, -0.315, -0.062], [-3.236, 0.621, 1.358], [-3.404, 0.423, -1.513], [-3.072, -2.640, -0.530], [-4.550, -1.706, -0.126], [-3.422, -2.227, 1.166], [-3.496, -1.878, 0.131], [-3.295, -0.257, -2.369], [-4.470, 0.550, -1.277], [-4.311, 0.777, 1.200], [-2.727, 1.587, 1.448], [-2.959, 1.395, -1.764], [-3.075, 0.035, 2.271], [-0.821, 1.641, -0.303], [-1.201, 2.673, 0.166], [0.220, 0.491, 2.992], [0.237, 0.204, 1.621], [-0.693, 1.049, 3.236], [1.102, 1.086, 3.256], [0.229, -0.444, 3.567]], "e_homo_ev": [-20.42, -20.43], "lumo_energy_ev": [-14.6, -14.6], "charge": 3, "energy_ev": -66663.81774, "multiplicity": 1, "de_lowest_ev": 0.283}

=====

{"formula": "C10H24MnO6", "method": "wB97M-V/def2-TZVPD", "elements": ["Mn", "O", "C", "C", "O", "H", "H", "H", "H", "C", "O", "C", "C", "O", "C", "H", "H", "H", "H", "H", "H", "H", "H", "H", "H", "C", "O", "C", "C", "O", "C", "H", "H", "H", "H", "H", "H", "H", "H", "H", "H"], "coordinates": [[-0.361, 0.111, 0.189], [-0.526, 1.091, 1.561], [-1.834, 0.529, 1.820], [-2.522, -0.438, 0.710], [-1.627, -0.908, -0.336], [-2.484, 1.398, 1.922], [-1.916, -0.041, 2.745], [-3.305, 0.115, 0.191], [-3.045, -1.267, 1.186], [1.888, 1.863, -0.613], [1.064, 1.026, 0.163], [1.912, 0.189, 0.970], [1.147, -0.881, 1.738], [0.034, -1.405, 0.943], [-0.490, -2.570, 1.620], [2.617, 2.377, 0.013], [1.230, 2.673, -0.928], [2.414, 1.403, -1.449], [2.388, 0.816, 1.724], [2.716, -0.237, 0.371], [0.800, -0.505, 2.700], [1.932, -1.619, 1.902], [-0.852, -2.314, 2.615], [0.274, -3.345, 1.562], [-1.389, -2.888, 1.092], [1.498, -2.029, -1.005], [0.561, -0.926, -0.992], [0.613, -0.160, -2.207], [-0.517, 0.909, -2.217], [-0.691, 1.417, -0.852], [-1.688, 2.434, -0.818], [2.309, -1.798, -1.696], [1.037, -2.941, -1.384], [1.964, -2.187, -0.032], [0.610, -0.739, -3.131], [1.562, 0.375, -2.247], [-1.368, 0.513, -2.770], [-0.207, 1.823, -2.724], [-1.499, 2.971, 0.111], [-2.691, 2.006, -0.825], [-1.557, 3.157, -1.624]], "e_homo_ev": [-2.62, -7.75], "lumo_energy_ev": [0.6, 0.4], "energy_ev": -54347.87517, "multiplicity": 6, "de_lowest_ev": 14.034}

=====

{"formula": "C10H24N2O8P3S", "method": "wB97M-V/def2-TZVPD", "elements": ["S", "P", "C", "C", "C", "C", "N", "N", "H", "H", "H", "H", "H", "H", "C", "O", "P", "O", "O", "C", "O", "C", "H", "H", "H", "H", "H", "H", "H", "H", "H", "C", "O", "P", "O", "O", "C", "O", "C", "H", "H", "H", "H", "H", "H", "H", "H", "H"], "coordinates": [[4.213, 1.670, -2.905], [3.076, 2.930, -1.967], [1.198, 2.411, -1.906], [0.215, 3.568, -1.307], [-1.363, 3.002, -1.243], [-1.417, 1.468, -1.805], [-0.379, 0.573, -2.349], [0.897, 1.038, -2.383], [3.225, 4.286, -2.515], [3.493, 2.968, -0.562], [0.524, 4.646, -0.949], [-2.250, 3.635, -0.817], [-2.511, 0.985, -1.769], [1.649, 0.376, -2.746], [2.204, -4.794, -0.793], [3.119, -3.908, -0.180], [3.658, -2.672, -1.059], [2.591, -1.772, -1.600], [4.579, -3.370, -2.179], [5.509, -4.357, -1.787], [4.721, -1.956, -0.083], [5.298, -0.755, -0.551], [1.290, -4.831, -0.197], [1.957, -4.486, -1.814], [2.651, -5.790, -0.822], [5.154, -5.331, -2.134], [5.644, -4.391, -0.702], [6.473, -4.144, -2.256], [4.521, -0.022, -0.786], [5.905, -0.951, -1.439], [5.940, -0.345, 0.233], [-7.185, 2.183, 2.755], [-5.953, 1.889, 3.383], [-4.632, 1.895, 2.464], [-4.372, 3.181, 1.743], [-4.824, 0.616, 1.507], [-5.231, -0.612, 2.073], [-3.469, 1.439, 3.482], [-2.150, 1.448, 2.977], [-7.645, 3.038, 3.255], [-7.059, 2.412, 1.692], [-7.843, 1.317, 2.855], [-6.263, -0.812, 1.773], [-5.170, -0.604, 3.165], [-4.589, -1.409, 1.689], [-1.889, 2.442, 2.603], [-2.049, 0.711, 2.176], [-1.463, 1.186, 3.786]], "e_homo_ev": -12.25, "lumo_energy_ev": -5.6, "charge": 1, "energy_ev": -68812.36513, "multiplicity": 1, "de_lowest_ev": 6.409}

=====

{"formula": "C10H24N3O4Sn", "method": "wB97M-V/def2-TZVPD", "elements": ["Sn", "C", "C", "C", "O", "H", "H", "H", "H", "H", "H", "H", "C", "C", "O", "N", "C", "H", "H", "H", "H", "H", "H", "H", "O", "C", "N", "C", "H", "H", "H", "H", "H", "O", "C", "N", "C", "H", "H", "H", "H", "H"], "coordinates": [[1.023, 0.213, 0.156], [-2.037, 3.569, -1.751], [-1.656, 2.210, -2.322], [-0.975, 2.343, -3.674], [-1.145, 1.291, -1.416], [-2.639, 3.570, -0.841], [-2.592, 4.210, -2.438], [-1.159, 4.170, -1.489], [-2.628, 1.780, -2.613], [-0.622, 1.427, -4.145], [-0.079, 2.947, -3.488], [-1.606, 2.900, -4.364], [-1.135, 2.780, 3.725], [-0.883, 2.575, 2.207], [0.259, 2.390, 1.791], [-1.969, 2.506, 1.408], [-3.329, 2.566, 1.908], [-0.264, 2.604, 4.349], [-1.973, 2.249, 4.174], [-1.456, 3.825, 3.716], [-1.793, 2.339, 0.422], [-4.011, 2.456, 1.062], [-3.699, 3.470, 2.390], [-3.583, 1.686, 2.500], [0.781, -2.736, -0.029], [0.581, -3.618, -0.860], [1.237, -3.629, -2.050], [-0.353, -4.750, -0.599], [1.620, -2.755, -2.368], [1.032, -4.365, -2.704], [-0.083, -5.020, 0.422], [-0.217, -5.633, -1.224], [-1.400, -4.488, -0.739], [3.403, -1.094, 1.136], [3.922, -2.198, 0.904], [4.118, -2.539, -0.378], [4.203, -3.187, 1.973], [3.500, -2.145, -1.062], [4.474, -3.475, -0.507], [5.291, -3.302, 2.035], [3.911, -4.222, 1.794], [3.930, -2.920, 2.990]], "e_homo_ev": -10.61, "lumo_energy_ev": -5.3, "charge": 1, "energy_ev": -29243.63414, "multiplicity": 1}

=====

Number 1: largest force on an atom 2.29 eV/Å. Number 2: largest force on an atom 10.83 eV/Å. Number 3: largest force on an atom 7.31 eV/Å. Number 4: largest force on an atom 12.28 eV/Å. Number 5: largest force on an atom 6.51 eV/Å. Number 6: largest force on an atom 2.73 eV/Å.